Molecular formula: C3H4O2
Method: DFT, ωB97M-V/def2-TZVPD

Geometry as XYZ:
```
9
C3H4O2, DFT ωB97M-V/def2-TZVPD
O 0.23567 2.03364 0.49146
C 0.19408 0.84265 0.46538
C 1.10049 -0.28339 -0.06065
O 0.12921 -1.18244 0.53902
C -0.73623 -0.30575 1.01505
H 2.08125 -0.41049 0.38935
H 1.12682 -0.41525 -1.13874
H -2.01067 -0.00541 -1.19854
H -2.12063 -0.27355 -0.50232
```

For the highest occupied orbital energy, the calculation gives -9.1 eV. Its relative energy (zero: lowest compared OMol25 entry of this formula, charge and spin) is 494.4 kJ/mol.

***

Molecular formula: C3H4O2
Method: DFT, ωB97M-V/def2-TZVPD

Geometry as XYZ:
```
9
C3H4O2, DFT ωB97M-V/def2-TZVPD
C -0.49273 0.37763 0.97923
C -0.52854 -0.24372 -0.38867
O -1.40114 -0.86976 -0.90325
C 1.21652 -0.57369 -0.89090
O 0.54183 0.42702 -1.30839
H -0.62714 -0.40284 1.73225
H -1.32981 1.08035 1.06297
H 0.44566 0.90070 1.15403
H 2.17535 -0.69568 -1.43727
```

For the highest occupied orbital energy, the calculation gives -9.2 eV. Its relative energy (zero: lowest compared OMol25 entry of this formula, charge and spin) is 339.4 kJ/mol.

***

Molecular formula: C3H4O2
Method: DFT, ωB97M-V/def2-TZVPD

Geometry as XYZ:
```
9
C3H4O2, DFT ωB97M-V/def2-TZVPD
O -2.75117 0.96167 0.08051
C -1.87128 0.17379 -0.01848
O -2.06398 -1.13234 0.36271
H -0.77858 0.26006 -0.37506
H -1.30317 -1.74424 0.45639
C 1.08804 1.24762 0.38037
C 1.61699 0.15856 0.36108
H 0.59509 2.11394 0.39727
H 2.13668 -0.67728 0.49371
```

For the highest occupied orbital energy, the calculation gives -10.5 eV. Its relative energy (zero: lowest compared OMol25 entry of this formula, charge and spin) is 269.7 kJ/mol. Its structure (SMILES) is O=CO.C#C.

***

Molecular formula: C3H4O2Ru
Method: DFT, ωB97M-V/def2-TZVPD

Geometry as XYZ:
```
10
C3H4O2Ru, DFT ωB97M-V/def2-TZVPD
C 0.90798 2.01391 -0.28117
C 2.35540 1.79772 -0.63704
H 2.84238 2.77053 -0.79798
H 2.51381 1.18085 -1.54625
H 2.91867 1.26550 0.15868
O 0.33712 0.66278 -0.42720
C -0.90065 0.57485 -0.07226
O -1.62407 -0.29075 -0.59935
H -1.31504 1.23622 0.70769
Ru -1.25042 -1.73390 -2.00319
```

For the highest occupied orbital energy (spin up / spin down), the calculation gives -5.7 / -7.0 eV. The multiplicity is 7.